(1)
42
Properties=species:S:1:pos:R:3:lowdin_charge:R:1 method="wB97M-V/def2-TZVPD" total_charge=-1 homo_lumo_gap_ev="7.21 / 7.49" multiplicity=3
Pt 10.97237 10.26243 3.64885 0.8218
Br 14.31974 9.10309 2.46229 0.7944
C 14.20695 10.13035 4.06754 -0.7067
C 15.40066 10.45420 4.66319 -0.1231
C 15.39594 11.26196 5.76800 -0.0524
C 14.18533 11.73118 6.18958 0.0047
C 13.06295 11.49678 5.43700 -0.1825
N 13.07944 10.68601 4.38583 -0.0108
C 11.77496 12.19273 5.70160 -0.6432
O 11.86719 13.22760 6.26123 0.0972
O 10.69723 11.62395 5.27344 -0.2425
H 16.40825 10.22239 4.26923 0.1140
H 16.29896 11.67594 6.18306 0.1112
H 14.01444 12.46034 6.94292 0.1136
C 8.02997 13.58372 4.84100 -0.2117
Si 7.67404 11.74496 4.35343 0.2215
C 5.81764 11.68771 3.90722 -0.2554
C 7.83895 11.04784 6.07917 -0.2267
Se 8.97366 10.89024 2.51228 0.1451
H 7.18389 13.76392 5.50246 0.0098
H 8.04673 14.39421 4.13236 0.0081
H 8.96361 13.60442 5.43043 0.0198
H 5.32482 12.08180 4.84137 0.0264
H 5.39109 10.62970 3.81496 0.0407
H 5.42618 12.23756 3.05722 0.0054
H 7.13979 11.47215 6.77830 0.0213
H 8.89604 11.11281 6.43106 0.0312
H 7.63191 9.99016 6.20697 0.0159
F 11.18210 5.53497 3.16488 0.1467
C 10.55623 6.30833 4.08801 -0.4833
F 9.58684 7.03764 3.47955 0.1330
F 9.87864 5.44824 4.93340 0.1145
C 11.57251 7.21019 4.78736 -0.3305
O 11.77510 8.32236 4.02198 -0.3398
C 10.93107 7.62289 6.18406 -0.5780
F 9.62968 7.79906 6.01180 0.1708
F 11.44804 8.77010 6.61856 0.1647
F 11.12371 6.70048 7.11778 0.1706
C 12.88288 6.48696 5.08018 -0.4998
F 12.79956 5.29776 5.74096 0.1381
F 13.59169 6.24880 3.94996 0.1120
F 13.67732 7.28809 5.85057 0.1339


(2)
32
Properties=species:S:1:pos:R:3:lowdin_charge:R:1 method="wB97M-V/def2-TZVPD" total_charge=+2 homo_lumo_gap_ev="6.98 / 7.29" multiplicity=5
Cr 0.12876 -0.40981 0.70477 1.0006
O -3.59129 1.29017 0.34344 0.2432
C -2.35443 0.93182 0.45924 -0.3908
O -1.94630 -0.22908 0.50577 0.0478
C -1.36636 2.07095 0.57642 -0.1177
C -1.61576 3.42875 0.61761 0.0895
C -0.51933 4.27392 0.76870 0.0492
C 0.76864 3.75045 0.88390 0.0746
C 0.91557 2.37855 0.83369 -0.1190
N -0.13764 1.58593 0.67460 0.0456
C 2.16692 1.52728 0.97309 -0.3708
O 3.34537 2.04121 1.10094 0.2585
O 2.03554 0.30140 0.94809 0.0321
H -4.18133 0.51477 0.29639 0.1851
H -2.62357 3.81310 0.53715 0.1501
H -0.66798 5.34501 0.80606 0.1437
H 1.61210 4.41667 1.01464 0.1412
H 3.36942 3.00976 1.09002 0.1568
N 0.64419 -2.38089 1.34166 0.0475
C 0.45936 -2.70703 -0.07578 -0.3527
C -0.71900 -3.30699 -0.49664 -0.0273
C -0.92594 -3.49587 -1.85403 -0.0337
C 0.02372 -3.07749 -2.77949 -0.0424
C 1.19110 -2.47281 -2.34918 -0.0383
C 1.41833 -2.28117 -0.98701 -0.0543
H 0.08060 -2.96376 1.94936 0.1281
H 1.61692 -2.46700 1.61915 0.1269
H -1.45685 -3.63881 0.22512 0.1314
H -1.83124 -3.98430 -2.18864 0.1251
H -0.14339 -3.23813 -3.83562 0.1234
H 1.94622 -2.16569 -3.06039 0.1247
H 2.35763 -1.86090 -0.64308 0.1215


(3)
34
Properties=species:S:1:pos:R:3:lowdin_charge:R:1 method="wB97M-V/def2-TZVPD" e_above_lowest_ev=0.000 homo_lumo_gap_ev=6.78
Cu -0.17591 -2.38987 -0.26336 0.2748
N 0.83870 1.41951 0.06014 0.1259
C 1.20994 1.99353 -1.15847 -0.2370
C 1.05332 3.35890 -1.34745 -0.0219
C 1.49217 3.96075 -2.52014 -0.0849
C 2.08417 3.20162 -3.50758 -0.0871
C 2.20931 1.82748 -3.34247 -0.0988
C 1.77378 1.22719 -2.17882 -0.4175
S 1.90677 -0.55206 -2.00671 1.0244
N 1.20365 -0.85396 -0.53500 -0.3091
C 0.81685 0.06105 0.29188 -0.3334
C 0.41292 -0.39012 1.61572 -0.1848
C 0.55957 0.42664 2.73931 -0.0008
C 0.21712 -0.06932 3.97889 -0.0452
C -0.23049 -1.38310 4.07575 -0.0366
C -0.32009 -2.13671 2.91620 -0.0958
N -0.04119 -1.64953 1.71653 0.0837
H 0.27540 2.00346 0.65933 0.1403
H 0.59162 3.95593 -0.57304 0.1119
H 1.36154 5.02392 -2.65001 0.1039
H 2.44246 3.66886 -4.41002 0.1035
H 2.64507 1.21556 -4.11519 0.1065
H 0.97172 1.41649 2.63148 0.1126
H 0.32489 0.54800 4.85682 0.1121
H -0.49705 -1.80352 5.03109 0.1074
H -0.62927 -3.17233 2.94020 0.1245
C -3.39700 -2.54836 0.11325 -0.1222
S -2.29265 -2.68007 -1.32761 0.4295
O -3.10015 -2.98481 -2.46957 -0.3012
O -1.59314 -1.38040 -1.37412 -0.3664
O -1.31582 -3.74483 -0.96440 -0.3741
H -4.13394 -1.78873 -0.11182 0.0605
H -2.79616 -2.27072 0.97187 0.0349
H -3.86812 -3.51044 0.25733 0.0605


(4)
31
Properties=species:S:1:pos:R:3:lowdin_charge:R:1 method="wB97M-V/def2-TZVPD" e_above_lowest_ev=0.913 total_charge=-1 homo_lumo_gap_ev="5.91 / 5.85" multiplicity=2
Cu 0.41682 -0.90852 -1.06125 0.0267
S 0.12542 -1.16162 1.17005 0.6040
C 0.32932 0.53058 1.52195 -0.6863
C 0.42302 0.87278 2.87335 -0.1703
C 0.58922 2.17558 3.28995 -0.1396
C 0.64962 3.18978 2.34465 -0.1404
C 0.55372 2.87578 1.00695 -0.1700
C 0.40552 1.56178 0.56065 -0.6686
S 0.33342 1.34858 -1.16395 0.6347
H 0.35262 0.07188 3.59595 0.0775
H 0.67202 2.41118 4.34375 0.0823
H 0.77432 4.22058 2.65245 0.0822
H 0.58322 3.65548 0.25825 0.0778
C 4.57172 -0.37492 -0.87745 -0.0893
O 3.17212 -0.24242 -0.66625 -0.1398
C 2.36192 -1.15272 -1.24895 -0.5146
O 2.83862 -2.07982 -1.88775 -0.0315
H 4.99962 0.61808 -0.74705 0.0817
H 4.75832 -0.74442 -1.89015 0.0783
H 5.00442 -1.07382 -0.15565 0.0859
C -4.24668 -1.53702 -1.01195 -0.0704
C -3.37868 -2.60982 -0.84875 -0.0713
C -2.04058 -2.45002 -1.13505 -0.1468
N -1.51428 -1.28532 -1.55495 -0.0435
C -2.36718 -0.26672 -1.75885 -0.1503
C -3.71558 -0.34662 -1.49635 -0.0604
H -5.30048 -1.62372 -0.78835 0.0986
H -3.74128 -3.56502 -0.50225 0.0980
H -1.34718 -3.27452 -1.02765 0.1139
H -1.92178 0.64868 -2.13005 0.0510
H -4.34118 0.51638 -1.66545 0.1003


(5)
27
Properties=species:S:1:pos:R:3:lowdin_charge:R:1 method="wB97M-V/def2-TZVPD" e_above_lowest_ev=0.000 smiles=NC(F)(c1ccccc1)c1ccccc1 homo_lumo_gap_ev=10.02
N -0.29443 -1.32911 -2.06242 0.1256
C -0.84385 -0.74199 -0.88281 -0.3858
F -2.04174 -1.39563 -0.51654 -0.0032
C -1.05449 0.73654 -0.85431 -0.1915
C -0.35061 1.61962 -1.71123 -0.0525
C -0.51864 2.97180 -1.67185 -0.0968
C -1.30577 3.52146 -0.65552 -0.0782
C -1.87538 2.71684 0.34396 -0.0471
C -1.63933 1.31915 0.24933 -0.0411
C 0.37400 -1.20250 0.31450 -0.0708
C 0.36094 -2.53202 0.77867 -0.0692
C 1.28097 -2.98174 1.67752 -0.1315
C 2.17912 -2.12902 2.22949 -0.0740
C 2.19832 -0.74459 1.77385 -0.0846
C 1.26403 -0.32116 0.89762 -0.0895
H 0.32581 -2.04976 -1.90225 0.0550
H -0.77806 -1.11766 -2.90975 0.0935
H 0.29822 1.00507 -2.51613 0.1538
H 0.03623 3.51472 -2.37822 0.0877
H -1.39283 4.59023 -0.54859 0.0951
H -2.28481 2.96718 1.31727 0.1026
H -1.95948 0.61912 0.97356 0.1061
H -0.34798 -3.27783 0.45133 0.1114
H 1.14907 -4.04538 1.87016 0.1101
H 3.00814 -2.46770 2.92610 0.1190
H 2.95075 -0.06899 2.18452 0.1018
H 1.26182 0.82334 0.62175 0.1542


(6)
30
Properties=species:S:1:pos:R:3:lowdin_charge:R:1 method="wB97M-V/def2-TZVPD" total_charge=-1 homo_lumo_gap_ev=6.08
Hg 0.13789 0.06902 1.82916 0.2917
O -0.48178 -1.16688 -0.56319 -0.4396
N 0.38314 -1.93300 -1.15499 -0.2625
C -0.05393 -3.12696 -1.62678 -0.0577
C 0.76447 -4.02030 -2.26412 -0.1080
C 2.10837 -3.67982 -2.42868 -0.1218
C 2.54761 -2.46949 -1.95295 -0.1322
C 1.70452 -1.54106 -1.30228 -0.7350
S 2.22929 -0.02660 -0.71854 0.3997
H -1.10464 -3.29069 -1.44280 0.1207
H 0.35481 -4.95704 -2.61548 0.0876
H 2.79555 -4.35604 -2.92175 0.0901
H 3.58081 -2.16945 -2.05774 0.0846
C -2.15651 3.66588 -1.91771 -0.4870
Te -1.20888 1.95880 -1.01356 1.1110
C 0.62115 2.88592 -1.59851 -0.4945
C 0.27346 4.17425 -2.30124 -0.2785
C 1.28180 4.99971 -2.80239 -0.0489
C 0.97895 6.18641 -3.44726 -0.1057
C -0.35027 6.56770 -3.60017 -0.1092
C -1.35578 5.75376 -3.10631 -0.0598
C -1.05813 4.55483 -2.45555 -0.2893
H -2.75993 4.19792 -1.18224 0.0396
H -2.81478 3.33465 -2.72047 0.0395
H 1.16793 2.19376 -2.23285 0.0138
H 1.22906 3.06100 -0.71279 0.0479
H 2.31547 4.69665 -2.68028 0.1132
H 1.77471 6.81350 -3.83033 0.0924
H -0.59844 7.49521 -4.10158 0.0911
H -2.39372 6.04638 -3.22282 0.1067


(7)
27
Properties=species:S:1:pos:R:3:lowdin_charge:R:1 method="wB97M-V/def2-TZVPD" e_above_lowest_ev=0.378 smiles="[H]/N=C1/C=C[C@@](C)(c2ccccc2)[C@@H]1C#N" homo_lumo_gap_ev=9.70
H 3.69968 -0.27955 1.77967 0.0164
N 3.46081 -1.06315 1.29920 0.1882
C 2.46081 -0.90506 0.56211 -0.3460
C 2.01189 -1.97405 -0.26267 -0.0148
C 0.96975 -1.56039 -1.02733 0.0097
C 0.50590 -0.14288 -0.67193 -0.4255
C 0.72403 0.72625 -1.91827 -0.0350
C -0.88712 0.05582 -0.11133 -0.1911
C -1.58784 -1.06484 0.41973 0.0087
C -2.79642 -0.77912 1.10034 -0.0833
C -3.34125 0.44405 1.05196 -0.1328
C -2.76988 1.48520 0.34870 -0.0757
C -1.48907 1.30071 -0.13607 -0.0481
C 1.34710 0.21959 0.57337 -0.1419
C 1.84081 1.59002 0.52778 -0.1837
N 2.32530 2.61013 0.63902 0.1821
H 2.62424 -2.87047 -0.29955 0.1226
H 0.61013 -2.09570 -1.90463 0.1266
H 1.75271 0.53602 -2.33979 0.1107
H 0.59023 1.82610 -1.71302 0.0818
H -0.02103 0.35956 -2.68018 0.1128
H -0.96850 -1.90738 0.58878 0.0963
H -3.18704 -1.59151 1.69250 0.1040
H -4.30202 0.67776 1.47752 0.1019
H -3.47857 2.38113 0.23722 0.1375
H -1.07139 2.17465 -0.72155 0.1268
H 0.97675 -0.15289 1.48843 0.1517


(8)
31
Properties=species:S:1:pos:R:3:lowdin_charge:R:1 method="wB97M-V/def2-TZVPD" e_above_lowest_ev=0.191 homo_lumo_gap_ev="7.27 / 7.21" multiplicity=2
Ru 1.06735 -0.71570 -0.07573 1.0374
N 2.77182 0.87724 -3.80538 0.0682
C 2.01018 0.50754 -2.75097 -0.8290
S 2.50315 -0.91505 -1.85028 0.6541
N 0.97824 1.23155 -2.44582 -0.0021
N 0.24594 0.66424 -1.42609 -0.1686
C -0.68316 1.37957 -0.90296 -0.0683
C -1.71773 0.77766 -0.08033 -0.1706
C -2.76032 1.58353 0.38472 -0.0564
C -3.86753 1.03737 1.00377 -0.1054
C -3.95001 -0.34745 1.12792 -0.0884
C -2.93831 -1.17266 0.67341 -0.0190
C -1.78339 -0.63076 0.09340 -0.3641
O -0.80863 -1.44378 -0.26757 -0.2128
H 3.54287 0.31008 -4.09899 0.0772
H 2.43302 1.60588 -4.40844 0.0978
H -0.79947 2.43624 -1.13637 0.1289
H -2.69455 2.65524 0.23095 0.1089
H -4.66476 1.67217 1.36486 0.0959
H -4.82023 -0.79257 1.59522 0.1020
H -3.00159 -2.24748 0.77832 0.1133
C 1.19675 -1.80679 1.82730 -0.1805
C 2.45811 -1.84960 1.20002 -0.2148
C 2.94469 -0.50098 1.13564 -0.2288
C 1.99402 0.35498 1.72860 -0.1545
C 0.89344 -0.44047 2.14069 -0.1699
H 0.54468 -2.64754 1.99710 0.1187
H 2.96239 -2.72826 0.83384 0.1084
H 3.87435 -0.19638 0.68659 0.0974
H 2.07739 1.42397 1.83681 0.1113
H -0.00869 -0.08179 2.60977 0.1134


(9)
34
Properties=species:S:1:pos:R:3:lowdin_charge:R:1 method="wB97M-V/def2-TZVPD" e_above_lowest_ev=0.000 homo_lumo_gap_ev=9.94
Zn 0.02249 0.36125 1.10701 0.7222
C -4.15396 -0.18565 0.27365 -0.0229
C -3.10075 -0.23775 1.33877 -0.2662
C -2.62409 -1.46034 1.81597 -0.0200
C -1.57185 -1.53042 2.71177 -0.0537
C -0.97568 -0.36054 3.18301 -0.1056
C -1.46052 0.87936 2.73844 -0.1253
C -2.51275 0.92848 1.81348 -0.0440
H -4.81548 -1.04910 0.32809 0.0849
H -3.67346 -0.18979 -0.70753 0.0926
H -4.75378 0.72023 0.35024 0.0863
H -3.06411 -2.37648 1.44213 0.1270
H -1.19520 -2.49090 3.03493 0.1221
H -0.15572 -0.40247 3.88779 0.1265
H -1.03260 1.79939 3.12020 0.1287
H -2.84813 1.88986 1.44573 0.1323
O -0.24281 1.75821 -0.46810 -0.3270
S -0.25672 0.62941 -1.43024 0.5273
O -0.97919 0.84699 -2.64203 -0.2721
O -0.69065 -0.55343 -0.63643 -0.3293
C 1.46934 0.33914 -1.86774 -0.2033
C 1.70691 0.39833 -3.23138 -0.0533
C 2.98094 0.21910 -3.75616 -0.0559
C 4.03869 -0.02095 -2.90777 -0.0553
C 3.81918 -0.08625 -1.53702 -0.0527
C 2.55568 0.08732 -0.99507 -0.2009
S 2.52600 -0.06874 0.80516 0.5310
O 3.86086 -0.33288 1.23213 -0.2678
O 1.92174 1.18864 1.32492 -0.3329
O 1.52340 -1.12457 1.09888 -0.3333
H 0.87129 0.59243 -3.88743 0.1093
H 3.13155 0.27143 -4.82612 0.1109
H 5.03858 -0.16074 -3.29623 0.1110
H 4.64078 -0.27860 -0.86305 0.1095


(10)
26
Properties=species:S:1:pos:R:3:lowdin_charge:R:1 method="wB97M-V/def2-TZVPD" e_above_lowest_ev=1.618 homo_lumo_gap_ev=8.79
C 3.99257 -0.31793 -1.36165 0.0026
C 2.95674 -0.49336 -1.93557 -0.2351
C -1.41014 1.72851 2.63263 -0.0653
C -0.66610 2.25510 1.52651 -0.1127
C -1.00296 -2.71405 0.78623 -0.1132
C -1.66123 0.34579 2.62127 -0.0375
C -0.11185 1.42632 0.61894 -0.0550
C -1.36614 -1.87522 1.77460 -0.0624
C -0.42082 -2.17630 -0.32326 -0.1591
C -1.10112 -0.53618 1.67769 -0.2187
C -0.37603 0.04508 0.63997 -0.2022
C 0.00889 -0.86506 -0.36456 -0.1004
C 0.60633 1.26039 -3.09254 -0.2437
Si 1.09861 -0.38450 -2.38693 0.7256
H 4.91207 -0.06836 -0.84220 0.0310
H -2.05149 2.45683 3.24588 0.1225
H -0.38854 3.28507 1.59259 0.0922
H -1.22788 -3.79266 0.89421 0.1198
H -2.17171 -0.08392 3.51727 0.1181
H 0.34111 2.10762 -0.14146 0.1172
H -1.93267 -2.17844 2.67286 0.1265
H -0.23994 -2.90335 -1.24622 0.1261
H 0.78309 1.62485 -4.11429 0.0356
H -0.43853 1.44176 -2.84203 0.0269
H 1.17177 1.97440 -2.48389 0.0183
H 0.69599 -1.56238 -3.06603 -0.0572


(11)
36
Properties=species:S:1:pos:R:3:lowdin_charge:R:1 method="wB97M-V/def2-TZVPD" e_above_lowest_ev=0.000 homo_lumo_gap_ev="7.74 / 7.93" multiplicity=3
Pd 0.61161 0.85654 -0.37608 0.6595
Br 1.58626 1.12502 -2.57950 0.0824
C 2.01646 4.10411 0.62275 -0.4330
Br 0.33169 3.64512 -0.00526 0.7049
H 2.22635 5.15656 0.68299 -0.0110
H 2.60020 3.30756 1.05027 -0.0251
Cl -4.94216 1.75688 0.78694 0.7073
C -3.78928 1.37217 -0.43804 -0.6415
C -4.18446 1.19297 -1.75211 -0.0720
C -3.21662 0.88800 -2.69273 -0.0326
C -1.89627 0.77591 -2.29459 -0.1332
N -1.53526 0.94804 -1.02142 -0.0376
C -2.45363 1.24088 -0.09964 -0.1586
H -5.22637 1.29252 -2.02406 0.1152
H -3.47813 0.74078 -3.73096 0.1150
H -1.09779 0.55239 -2.98921 0.0530
H -2.10337 1.36258 0.91818 0.1008
C 1.66646 -0.94613 2.92308 -0.1200
S 1.30886 0.68800 2.36243 0.4232
O -0.02260 0.58334 1.66123 -0.4535
O 1.28749 1.56285 3.49607 -0.2893
O 2.29887 1.00463 1.31243 -0.4067
H 0.92164 -1.21264 3.66923 0.0749
H 2.66069 -0.93730 3.36434 0.0762
H 1.63055 -1.62516 2.07384 0.0472
F 1.56406 -5.09787 -0.34440 0.0585
C 1.34201 -3.76940 -0.40500 -0.2856
C 2.41776 -2.92636 -0.60567 0.0004
C 2.19368 -1.55706 -0.66781 -0.1358
C 0.90073 -1.08644 -0.52115 -0.3212
C -0.17179 -1.93124 -0.31630 -0.0898
C 0.05263 -3.30423 -0.25790 -0.0038
H 3.41129 -3.33908 -0.71597 0.1239
H 3.01788 -0.87560 -0.82001 0.0881
H -1.17168 -1.54769 -0.17413 0.0988
H -0.75776 -4.00069 -0.09186 0.1211


(12)
33
Properties=species:S:1:pos:R:3:lowdin_charge:R:1 method="wB97M-V/def2-TZVPD" e_above_lowest_ev=0.000 smiles="COCOc1cc(OC)cc(O[C@H]2C=CC(=O)O2)c1Br" homo_lumo_gap_ev=9.23
C -5.23225 -0.37763 -1.24603 -0.0809
O -4.81308 0.38700 -0.09914 -0.1485
C -3.41044 0.30904 0.21859 -0.1997
O -2.65051 1.08245 -0.72254 -0.0626
C -1.31512 1.11659 -0.42476 -0.3113
C -0.78941 2.11425 0.40691 0.0790
C 0.56068 2.20729 0.71785 -0.2461
O 0.97446 3.18516 1.58655 -0.0760
C 2.21183 2.99891 2.28377 -0.0598
C 1.40361 1.25833 0.13574 0.0660
C 0.92714 0.28443 -0.70337 -0.3394
O 1.76031 -0.62238 -1.23361 -0.0030
C 1.83223 -1.73473 -0.36668 -0.3059
C 2.32250 -2.85621 -1.22381 0.0400
C 3.45845 -3.34814 -0.74340 0.0453
C 3.76251 -2.56553 0.43215 -0.4711
O 4.74858 -2.78901 1.09383 0.1247
O 2.83235 -1.58220 0.68289 0.1019
C -0.44103 0.19336 -1.00172 -0.4697
Br -1.05430 -1.24302 -2.10142 0.8408
H -4.51998 -0.26764 -2.08608 0.0875
H -5.28968 -1.43206 -0.98586 0.0811
H -6.21831 -0.06046 -1.56392 0.0834
H -3.23290 0.74802 1.22025 0.1433
H -3.05478 -0.73750 0.23033 0.1246
H -1.46101 2.82190 0.88066 0.1388
H 2.38662 1.95631 2.53751 0.0926
H 3.03816 3.42316 1.67219 0.1066
H 2.13196 3.53657 3.21364 0.0845
H 2.44835 1.33472 0.31071 0.1214
H 0.88511 -1.97661 0.08380 0.1566
H 1.77760 -3.17036 -2.11475 0.1277
H 4.02039 -4.19402 -1.09027 0.1282